3 unconnected molecules or ions with the total composition C2H3N5O in a non-equilibrium geometry. Source: the OMol25 dataset; level of theory: ωB97M-V/def2-TZVPD.

Values from the calculation:
LUMO level, eV: -1.81

ORCA input file:
```
! wB97M-V def2-TZVPD RIJCOSX def2/J DEFGRID3
* xyz 0 1
C -0.459 0.415 0.191
C 0.782 -0.359 0.331
H 0.213 2.488 -0.347
H -1.230 1.921 -1.085
H 2.576 -0.690 -0.254
N -0.717 1.841 0.635
N -1.448 -0.264 -0.376
N -0.639 -2.298 0.423
N 0.381 -1.683 0.919
N 2.067 0.224 -0.026
O -1.525 -1.595 -0.412
*
```

***

A single C2H3N8P molecule in a non-equilibrium geometry. Source: the OMol25 dataset; level of theory: ωB97M-V/def2-TZVPD.

Values from the calculation:
LUMO level (spin up / spin down), eV: -0.24 / -5.04

ORCA input file:
```
! wB97M-V def2-TZVPD RIJCOSX def2/J DEFGRID3
* xyz 0 3
C 0.288 -1.571 2.519
C 0.192 2.061 0.204
N -0.580 -1.196 3.416
N 0.768 3.173 -0.110
N -1.175 -0.122 2.949
N 1.760 2.791 -0.962
N -0.740 0.216 1.825
N 1.855 1.540 -1.086
N 0.234 -0.678 1.533
N 0.892 1.064 -0.323
P 0.714 -0.655 -0.100
H 0.940 -2.322 2.486
H -0.570 1.917 0.852
H -0.753 -0.632 -0.756
*
```

***

A single C2H3NO molecule. Source: the OMol25 dataset; level of theory: ωB97M-V/def2-TZVPD.

Values from the calculation:
Structure (SMILES): N#CCO
LUMO level, eV: 0.59

ORCA input file:
```
! wB97M-V def2-TZVPD RIJCOSX def2/J DEFGRID3
* xyz 0 1
C -0.271 0.399 -0.062
C 1.136 -0.078 -0.101
H -1.062 -1.268 0.538
H -0.435 1.089 -0.907
H -0.409 1.006 0.855
N 2.214 -0.479 -0.114
O -1.174 -0.669 -0.208
*
```

***

A single C2H3NO molecule in a non-equilibrium geometry. Source: the OMol25 dataset; level of theory: ωB97M-V/def2-TZVPD.

Values from the calculation:
Structure (SMILES): O=C1CN1
LUMO level, eV: 0.50

ORCA input file:
```
! wB97M-V def2-TZVPD RIJCOSX def2/J DEFGRID3
* xyz 0 1
C 1.183 -0.303 -0.920
C -0.143 0.093 -0.498
N 0.784 -0.693 0.254
O 2.185 -0.570 -1.972
H -0.146 1.182 -0.318
H -1.110 -0.174 -0.947
H 0.763 -1.509 0.968
*
```

***

A molecular structure, C2H3NO2 in a non-equilibrium geometry. Source: the OMol25 dataset; level of theory: ωB97M-V/def2-TZVPD.

Values from the calculation:
LUMO level, eV: 0.49

ORCA input file:
```
! wB97M-V def2-TZVPD RIJCOSX def2/J DEFGRID3
* xyz 0 1
C 0.924 -0.126 -0.197
C -0.583 0.145 -0.466
N 0.387 -1.316 0.135
O 2.022 0.385 -0.121
O -1.359 0.914 0.255
H -1.088 -0.179 -1.416
H 0.578 -1.426 1.082
H -0.881 1.603 0.728
*
```

***

A single C2H3NO2 molecule in a non-equilibrium geometry. Source: the OMol25 dataset; level of theory: ωB97M-V/def2-TZVPD.

Values from the calculation:
Structure (SMILES): O=C1N[C@H]1O
LUMO level, eV: 0.55

ORCA input file:
```
! wB97M-V def2-TZVPD RIJCOSX def2/J DEFGRID3
* xyz 0 1
C 1.150 -0.142 -0.093
C -0.335 -0.327 0.327
N 0.258 0.854 -0.295
O 2.231 -0.540 -0.301
O -1.164 -1.105 -0.297
H -0.589 -0.084 1.358
H 0.168 1.858 0.168
H -1.719 -0.515 -0.866
*
```

***

Which formula does entry 5 have? C2H3NO2

***

What did the first record say?
3 unconnected molecules or ions with the total composition C2H3N5O in a non-equilibrium geometry. Source: the OMol25 dataset; level of theory: ωB97M-V/def2-TZVPD.

Values from the calculation:
LUMO level, eV: -1.81

ORCA input file:
```
! wB97M-V def2-TZVPD RIJCOSX def2/J DEFGRID3
* xyz 0 1
C -0.459 0.415 0.191
C 0.782 -0.359 0.331
H 0.213 2.488 -0.347
H -1.230 1.921 -1.085
H 2.576 -0.690 -0.254
N -0.717 1.841 0.635
N -1.448 -0.264 -0.376
N -0.639 -2.298 0.423
N 0.381 -1.683 0.919
N 2.067 0.224 -0.026
O -1.525 -1.595 -0.412
*
```